(1)
This record from OMol25 describes a molecular structure, C28H52Cl2InN3O4Si2 at a distorted geometry. The level of theory is ωB97M-V/def2-TZVPD.

```
92
Properties=species:S:1:pos:R:3:forces:R:3
C -2.9046 3.2759 -1.2611 -0.3 0.0 -0.2
C -1.7810 3.7235 -0.3730 0.3 0.7 0.5
H -3.8669 3.5767 -0.8194 0.2 -0.2 -0.4
H -2.9161 2.1847 -1.4253 0.1 0.4 0.1
H -2.8076 3.7668 -2.2493 -0.1 -0.3 0.3
C -1.8838 4.7801 0.4511 0.1 -0.6 -0.6
C -3.0787 5.6549 0.6092 -0.4 0.3 0.3
H -1.0298 5.0736 1.0589 0.0 -0.1 -0.2
H -3.9929 5.2943 0.1260 0.3 0.0 0.1
H -2.8937 6.6674 0.2254 0.0 -0.2 0.1
H -3.2835 5.7593 1.6806 -0.2 0.1 -0.1
In -0.4475 -0.3929 -0.3513 0.8 1.2 0.7
Cl -1.9189 -0.2614 -2.1739 0.1 0.1 -0.3
C 2.6639 1.0248 1.1321 -0.3 -0.3 0.3
O 1.8476 0.4735 1.8740 0.6 0.5 -0.5
N 3.9604 1.2438 1.4504 -0.1 0.0 0.3
C 4.4592 0.8614 2.7632 0.1 0.1 -0.2
C 4.8372 2.0800 0.6485 0.0 -0.1 0.1
H 2.4095 1.3599 0.1101 0.0 0.0 0.3
H 3.7187 0.2308 3.2630 0.2 0.2 -0.1
H 4.6636 1.7618 3.3643 -0.1 -0.2 -0.1
H 5.4035 0.3167 2.6352 -0.2 0.0 0.1
H 4.3580 2.3288 -0.3020 0.0 0.0 0.2
H 5.7798 1.5493 0.4560 -0.2 0.1 0.0
H 5.0735 3.0128 1.1810 -0.1 -0.2 -0.1
H 1.7479 -5.1477 -0.2369 -0.3 0.2 0.1
H 1.1488 -5.1999 -2.6489 -0.2 0.1 0.0
C 0.6909 -4.9935 0.0234 0.1 -0.2 -0.2
C 0.1030 -4.9853 -2.4070 -0.1 -0.1 0.2
N 0.0150 -4.3574 -1.1005 -0.5 0.2 0.0
H 0.6040 -4.3667 0.9167 0.0 -0.1 -0.3
C -0.7461 -3.2704 -0.9686 0.4 0.4 1.6
O -0.8779 -2.6328 0.1163 -0.1 -1.0 -1.9
H -0.3168 -4.2817 -3.1274 0.1 -0.3 -0.1
H -1.2183 -2.9275 -1.9027 0.1 0.0 0.2
H 0.2617 -5.9930 0.1961 0.0 0.3 0.1
H -0.4695 -5.9217 -2.4166 0.1 0.1 -0.1
H -3.3789 2.0636 1.2880 0.1 -0.3 0.2
H -1.5503 3.3494 3.1141 -0.2 -0.3 0.1
C -3.3585 1.3121 2.0942 0.0 0.1 0.0
C -1.7766 2.4229 3.6651 0.2 0.0 -0.1
N -2.0585 1.3212 2.7615 0.3 -0.5 -0.1
H -3.5533 0.3185 1.6725 0.1 0.4 0.2
C -1.1056 0.4641 2.4022 -0.6 0.4 -0.4
O -1.3367 -0.4796 1.5961 0.3 0.5 0.7
H -0.9121 2.1494 4.2837 -0.3 0.2 -0.1
H -0.0997 0.6303 2.8287 -0.4 -0.2 -0.1
H -4.1142 1.5720 2.8439 0.0 -0.1 -0.2
H -2.6609 2.5868 4.2883 0.3 0.0 0.1
O -0.6941 1.7068 0.1425 -0.1 -2.1 0.3
C -0.4966 2.9047 -0.4840 0.1 0.2 0.0
C 0.9711 3.5781 1.4794 0.3 0.6 0.5
C 0.7270 3.5820 0.1120 0.0 0.1 -0.7
H 0.3391 2.9786 2.1429 0.2 0.3 -0.4
C 2.0030 4.3778 2.0071 -0.3 -0.5 -0.3
H -0.3226 2.8008 -1.5703 0.1 -0.1 0.0
C 1.6050 4.2268 -0.7641 -0.1 0.3 0.5
H 2.1355 4.4510 3.0936 0.0 -0.1 -0.5
C 2.8375 5.0800 1.1345 0.1 0.2 0.0
C 2.6532 4.9949 -0.2504 0.0 -0.1 -0.3
H 1.3876 4.1428 -1.8359 0.3 0.2 0.4
H 3.6350 5.7151 1.5331 -0.3 -0.2 -0.1
H 3.2993 5.5393 -0.9528 -0.2 -0.2 0.5
Si -5.4597 -2.5191 -2.3214 -0.5 -0.2 0.1
Cl -5.5526 -0.4601 -1.7986 -0.2 -0.7 -0.4
C -5.7682 -3.4277 -0.6823 0.3 0.1 0.0
C -3.8521 -2.6991 -3.2749 0.3 0.1 0.4
C -6.8508 -3.1800 -3.4225 0.1 0.5 0.1
H -5.3612 -2.8972 0.1961 -0.1 -0.3 -0.4
H -5.3575 -4.4488 -0.7098 -0.1 0.3 0.0
H -6.8607 -3.5246 -0.5472 0.4 0.1 -0.1
H -7.8230 -3.1671 -2.9060 0.3 0.0 -0.2
H -6.5808 -4.2273 -3.6484 -0.1 0.3 0.0
H -6.9413 -2.6236 -4.3641 0.0 -0.2 0.2
H -3.0938 -2.0836 -2.7738 -0.3 -0.3 -0.2
H -3.9390 -2.2779 -4.2828 -0.2 -0.1 0.1
H -3.4405 -3.7088 -3.3732 -0.3 -0.1 0.1
C 3.9793 -3.8557 1.2161 0.2 -0.1 0.1
Si 4.1286 -2.7740 -0.3167 0.4 -0.2 -0.2
C 5.6397 -1.6498 -0.3081 0.2 0.1 0.2
C 4.3882 -3.8291 -1.8509 -0.1 -0.2 0.0
C 2.5869 -1.8408 -0.4776 -1.8 1.3 -0.6
C 1.5553 -1.1810 -0.6492 1.0 -0.8 0.4
H 4.8610 -4.5036 1.3283 -0.2 0.1 0.0
H 3.0908 -4.5000 1.1619 0.3 0.2 0.0
H 3.8781 -3.2465 2.1254 0.1 -0.1 -0.2
H 6.5086 -2.2422 -0.6360 -0.2 0.2 0.1
H 5.5387 -0.8068 -1.0068 -0.1 -0.2 0.1
H 5.8780 -1.2384 0.6818 -0.1 0.0 -0.2
H 3.6095 -4.5938 -1.9626 0.1 0.1 0.0
H 4.3887 -3.2181 -2.7649 0.0 -0.1 0.3
H 5.3623 -4.3339 -1.7756 -0.2 0.0 -0.1
```
Positions in Å, forces in eV/Å.

Computed properties:
HOMO-LUMO gap: 8.600 eV
net charge: 0
2S+1: 1
ΔE to the lowest compared entry with this formula, charge and spin: 0.0 kcal/mol



(2)
This record from OMol25 describes C4H2F2O in the gas phase at a distorted geometry. The level of theory is ωB97M-V/def2-TZVPD.

```
9
Properties=species:S:1:pos:R:3:forces:R:3
F -2.6244 -0.3617 -1.8347 0.0 0.1 0.0
C -1.5627 -0.7110 -1.1219 1.5 -4.7 0.6
C -0.6502 0.0923 -0.4243 0.3 -0.3 0.2
C 0.2747 -0.7484 0.1310 -0.2 1.1 -0.1
O 0.0219 -2.0361 -0.1612 -0.2 -0.9 -0.1
C -1.0691 -2.0882 -0.9091 -2.0 4.3 -1.0
F -1.5287 -3.2570 -1.3101 0.4 0.3 0.3
H -0.6713 1.1590 -0.3526 0.1 0.3 0.1
H 1.1426 -0.5488 0.7247 0.1 -0.1 0.1
```
Positions in Å, forces in eV/Å.

Computed properties:
HOMO-LUMO gap: 9.529 eV
net charge: 0
2S+1: 1
ΔE to the lowest compared entry with this formula, charge and spin: 13.5 kcal/mol
structure (SMILES): Fc1ccoc1F



(3)
This record from OMol25 describes C5H8BrPS in the gas phase at a distorted geometry. The level of theory is ωB97M-V/def2-TZVPD.

```
16
Properties=species:S:1:pos:R:3:forces:R:3
C -0.2397 -2.1392 -0.4566 -0.6 -0.6 0.9
C 0.1847 -1.2116 0.3126 2.2 2.1 -1.9
C 1.0604 -0.1138 -0.5130 2.4 -2.9 1.6
C 0.4019 1.1685 -0.5242 -1.4 2.6 -0.4
C 0.0661 -0.7818 1.7263 -3.4 -0.3 -0.7
P -1.5495 1.0213 -0.5018 1.5 -1.2 -1.3
S -2.1238 0.8769 -2.3810 0.0 -0.6 0.0
Br -1.9706 3.0071 0.0229 -0.7 2.5 1.1
H -0.5533 -2.8746 -1.1414 -0.1 -0.3 -0.4
H 2.0537 0.0519 0.0889 -1.5 -0.7 -1.2
H 1.3003 -0.6211 -1.4688 -0.2 0.9 0.3
H 0.7698 1.8702 0.2717 -0.8 -0.8 -0.4
H 0.5591 1.7191 -1.4602 0.0 -0.1 0.2
H -0.8473 -0.0113 1.7245 1.7 -2.0 0.8
H 0.9050 -0.2448 2.0163 1.6 0.9 0.6
H -0.0168 -1.7169 2.2839 -0.6 0.6 0.7
```
Positions in Å, forces in eV/Å.

Computed properties:
HOMO-LUMO gap (spin up / spin down): 8.817 / 5.441 eV
net charge: 0
2S+1: 1
ΔE to the lowest compared entry with this formula, charge and spin: 120.0 kcal/mol



(4)
This record from OMol25 describes a gas-phase ion, C7H7NO6S (charge -2) at a distorted geometry. The level of theory is ωB97M-V/def2-TZVPD.

```
22
Properties=species:S:1:pos:R:3:forces:R:3
C 2.6845 -1.2040 0.1617 0.5 0.2 -1.4
C -2.3683 -1.5488 -0.4611 -1.9 0.5 -0.8
C 1.5942 1.0126 0.0879 -3.6 -2.1 -1.4
C 1.3686 -0.4647 -0.3303 2.2 -0.4 0.5
C -1.1262 -0.7251 -0.7441 1.7 0.6 0.9
C 0.1216 -1.0428 0.1291 -0.5 -1.0 -0.9
C -1.4044 0.6664 -0.1123 1.1 1.9 -1.9
N -2.2101 0.9243 0.9847 1.0 -1.4 -0.4
O 3.1263 -0.8013 1.2458 0.3 -0.3 1.0
O -3.0594 -1.8963 -1.4323 0.4 -0.6 -0.9
O 3.2466 -1.9512 -0.6905 -0.7 0.2 0.7
O -2.7732 -1.5822 0.7179 0.6 -0.7 1.5
O 0.0605 2.4270 -1.6516 -0.1 -0.6 -1.5
O -0.0966 2.8788 0.7371 -0.6 -1.8 -1.2
S 0.0038 1.8247 -0.3511 0.5 2.9 4.1
H 1.7736 1.0367 1.1040 -0.4 0.2 2.3
H 2.4652 1.3750 -0.3176 1.6 1.3 -1.8
H 1.4986 -0.5527 -1.3804 -0.4 0.1 -1.2
H -0.8211 -0.7277 -1.8858 -0.8 0.3 2.4
H 0.0775 -1.2516 1.1905 -0.6 -0.2 0.0
H -2.3472 -0.0209 1.4083 -0.6 0.4 0.0
H -1.8145 1.6238 1.5902 0.2 0.4 0.0
```
Positions in Å, forces in eV/Å.

Computed properties:
HOMO-LUMO gap (spin up / spin down): 5.812 / 7.563 eV
net charge: -2
2S+1: 3
ΔE to the lowest compared entry with this formula, charge and spin: 0.0 kcal/mol



(5)
This record from OMol25 describes a molecular structure, C3H7IN3 at a distorted geometry. The level of theory is ωB97M-V/def2-TZVPD.

```
14
Properties=species:S:1:pos:R:3:forces:R:3
C -1.4558 0.8698 0.5248 1.3 -0.9 0.9
C 0.9652 0.2963 0.4938 -1.7 1.6 6.2
C 0.3354 -1.2759 -1.3168 0.2 -1.2 -4.1
N -1.2601 -0.3942 0.3031 -2.3 -0.8 -1.6
N -0.4327 1.6033 0.8842 3.7 -1.4 -1.0
N 0.1598 -0.7689 0.0270 -2.1 -0.2 1.4
I -0.1939 3.5457 1.4226 -0.1 -0.5 -0.3
H -2.4596 1.2565 0.6031 -0.3 -0.1 -0.1
H 1.7438 0.7115 -0.0328 1.2 0.9 -2.0
H 1.3715 0.0590 1.5865 -1.1 0.7 -2.4
H 1.4712 -1.2526 -1.5265 -2.0 0.0 0.0
H -0.0545 -2.3593 -1.5348 0.8 1.9 1.4
H -0.3238 -0.7148 -2.0958 1.6 -0.3 1.6
H 0.1334 -1.5765 0.6616 0.8 0.3 0.0
```
Positions in Å, forces in eV/Å.

Computed properties:
HOMO-LUMO gap: 8.163 eV
net charge: +1
2S+1: 1
ΔE to the lowest compared entry with this formula, charge and spin: 100.8 kcal/mol



(6)
This record from OMol25 describes 13 unconnected molecules or ions with the total composition C7H39NO12 at a distorted geometry. The level of theory is ωB97M-V/def2-TZVPD.

```
59
Properties=species:S:1:pos:R:3:forces:R:3
C 1.7846 2.9628 0.2534 0.9 0.5 -0.4
C 2.1342 1.5082 0.4991 0.1 0.4 0.5
C 1.1071 0.8879 1.4545 1.2 -0.9 -0.6
C -0.1272 0.4052 0.6827 0.4 0.7 0.7
N -1.1450 -0.0572 -2.0019 -0.6 0.3 0.1
C -0.2797 -1.0000 -1.3876 -0.2 -0.5 0.4
C 0.1944 -0.7818 -0.1633 -0.6 1.0 -0.1
C 0.0626 -2.2336 -2.1760 -0.9 0.1 -0.9
H 2.4696 3.4794 -0.4173 0.0 -0.4 -0.4
H 1.9682 3.5570 1.1411 -0.8 -0.1 0.6
H 0.7955 3.0646 -0.1808 -0.2 0.3 0.3
H 2.2438 0.9443 -0.4243 -0.3 0.0 -0.1
H 3.1159 1.4643 0.9522 0.4 0.0 0.2
H 1.6001 0.0279 1.9377 -0.3 -0.1 -0.1
H 0.9098 1.5658 2.2779 -0.5 0.3 -0.1
H -0.8376 0.1864 1.4730 -0.7 -0.1 -0.4
H -0.4971 1.2453 0.0819 -0.2 -0.2 0.1
H -1.4098 -0.3159 -2.9359 0.0 -0.3 -0.2
H -2.0012 0.1401 -1.4760 0.3 0.0 0.1
H 0.9332 -1.4078 0.2673 0.4 -0.9 0.0
H -0.0962 -2.0688 -3.2452 0.4 0.4 -0.1
H 1.0923 -2.5389 -2.0532 -0.1 -0.3 0.2
H -0.6758 -3.0271 -2.0215 0.3 -0.2 0.5
H 1.6946 -3.5853 0.0236 0.5 -0.2 0.4
H 2.5824 -4.3602 1.0266 0.0 0.1 -0.2
O 1.6715 -4.1207 0.8364 -0.7 0.0 0.0
H -0.6012 -1.4250 2.8962 0.0 -0.4 0.0
H -0.1109 -2.4004 1.7797 0.2 -0.1 0.0
O -0.8785 -2.1416 2.2939 -0.4 0.0 0.3
H -1.5934 2.9737 1.7193 -0.4 -0.2 0.6
H -2.4970 2.6371 2.9603 0.4 0.1 -0.4
O -1.5881 2.5780 2.6259 -0.1 0.1 -0.1
H -1.1916 -3.8260 -0.0760 0.1 0.1 0.0
H -1.9574 -4.6340 0.9365 0.1 -0.4 0.7
O -2.0776 -4.1279 0.1447 -0.1 0.2 -0.8
H -0.1979 0.4290 4.3695 -0.4 -0.4 0.0
H -1.4514 -0.3753 4.7871 -0.4 0.2 0.1
O -0.5539 -0.4715 4.4820 0.9 0.4 -0.2
H 2.5816 0.3655 -2.9679 -0.5 0.3 0.4
H 1.3539 -0.2270 -2.1376 -0.6 0.8 0.6
O 2.1526 -0.4188 -2.6016 1.8 -1.0 -1.1
H -2.6196 2.7322 -0.2727 0.7 0.8 0.6
H -1.2230 3.3424 -0.5134 -0.7 0.4 0.2
O -2.0526 3.5133 -0.0143 0.1 -1.1 -0.8
H 3.5337 -2.0562 0.1380 0.0 0.4 -0.4
H 3.0022 -1.5622 -1.3125 0.1 0.1 0.4
O 2.9109 -2.2070 -0.5812 0.1 -0.3 -0.2
H 3.1619 3.1328 -2.5943 -0.4 -0.4 0.0
H 1.6765 2.6040 -2.4701 0.6 -0.1 -0.1
O 2.6201 2.3282 -2.5491 0.0 0.5 -0.4
H -3.1299 0.2429 0.5264 -0.7 0.1 -0.6
H -4.3374 1.0015 -0.2207 0.3 -0.5 0.3
O -3.3792 0.9538 -0.1073 0.3 0.5 -0.1
H -2.8185 -1.9935 1.4072 0.3 -0.2 -0.3
H -3.3648 -2.3667 0.0178 0.2 -0.3 0.1
O -3.3125 -1.6469 0.6500 -0.4 0.5 0.4
H -0.5061 1.7707 -2.1091 0.1 -0.8 0.4
H -0.6390 2.6874 -3.2366 -0.2 0.5 -0.8
O -0.2023 2.6457 -2.3944 0.2 0.2 0.4
```
Positions in Å, forces in eV/Å.

Computed properties:
HOMO-LUMO gap: 8.856 eV
net charge: 0
2S+1: 1
ΔE to the lowest compared entry with this formula, charge and spin: 26.5 kcal/mol